(1)
The following is a quantum chemistry calculation of an isolated molecule of C8H10ClNO2 at a distorted geometry, from OMol25.

Geometry (Å):
C -1.407 -0.256 2.719
C -1.409 0.263 1.437
C -0.790 -1.481 2.935
C -0.223 -1.688 0.752
C -0.811 -0.468 0.414
C 1.667 0.759 -0.988
C 0.223 1.229 -1.156
C -0.726 0.027 -0.986
N -0.211 -2.178 1.975
O 0.106 1.818 -2.416
O -0.501 -0.896 -1.940
Cl -2.541 0.791 -1.391
H -1.878 0.275 3.533
H -1.884 1.207 1.219
H -0.759 -1.925 3.919
H 0.281 -2.285 0.002
H 1.875 -0.022 -1.711
H 2.326 1.598 -1.184
H 1.838 0.385 0.017
H -0.027 1.957 -0.366
H -0.832 1.883 -2.635
H -1.037 -1.687 -1.796

Properties
SMILES string: C[C@@H](O)[C@](O)(Cl)c1cccnc1
LUMO level in eV: 0.261
Gap between HOMO and LUMO in eV: 10.280
Total energy in hartree: -976.2726
ΔE to the lowest compared entry with this formula, charge and spin in kcal/mol: 1.6
2S+1: 1

Mulliken population analysis, charges in e, atoms 1 to 6: C -0.5489; C -0.2709; C -0.2821; C -0.4185; C 0.1280; C -1.3636

=====

(2)
The following is a quantum chemistry calculation of a structure of composition C3H6N2O at a distorted geometry, from OMol25.

Geometry (Å):
C 0.702 -0.008 0.112
N 1.588 -1.016 0.295
C 0.632 1.279 0.089
C -0.797 -0.446 -0.420
O -1.115 1.281 -0.329
N -1.646 -1.054 0.352
H -1.432 1.732 -1.130
H 2.448 -0.802 0.777
H 1.144 -1.909 0.483
H -1.871 -0.441 1.140
H 0.978 2.288 0.032
H -0.631 -0.904 -1.400

Properties
LUMO level in eV: 0.697
Gap between HOMO and LUMO in eV: 8.699
Total energy in hartree: -302.4836
ΔE to the lowest compared entry with this formula, charge and spin in kcal/mol: 131.5
2S+1: 1

Mulliken population analysis, charges in e, atoms 1 to 6: C 0.1504; N -0.4429; C -0.3200; C -0.0314; O -0.5300; N -0.6913

=====

(3)
The following is a quantum chemistry calculation of a structure of composition C15H30BeMgN2O21 at a distorted geometry, from OMol25.

Geometry (Å):
Mg 10.177 -23.448 13.916
Be 9.025 -21.471 9.733
N 10.278 -20.476 12.727
O 9.958 -21.602 13.180
O 9.783 -20.135 11.610
O 10.996 -19.690 13.300
N 7.704 -23.979 12.056
O 6.821 -24.793 11.955
O 8.362 -23.899 13.141
O 7.953 -23.179 11.126
C 9.684 -17.302 9.438
O 8.381 -17.278 8.846
C 7.841 -18.365 8.331
O 8.245 -19.493 8.535
O 6.753 -18.114 7.632
C 6.173 -16.791 7.672
H 10.471 -17.602 8.753
H 9.605 -18.035 10.244
H 9.841 -16.328 9.891
H 5.398 -16.691 6.919
H 6.924 -16.015 7.553
H 5.729 -16.659 8.659
C 6.394 -23.448 15.372
O 7.185 -23.824 16.517
C 8.460 -23.487 16.563
O 9.119 -23.099 15.601
O 8.939 -23.724 17.772
C 10.334 -23.538 17.944
H 6.318 -24.213 14.607
H 6.754 -22.495 14.987
H 5.429 -23.260 15.839
H 10.996 -24.391 17.801
H 10.493 -23.080 18.918
H 10.711 -22.741 17.300
C 7.444 -19.286 13.576
O 6.287 -19.002 12.804
C 6.147 -19.516 11.583
O 6.951 -20.255 11.049
O 4.967 -19.142 11.137
C 4.651 -19.438 9.782
H 7.515 -20.370 13.689
H 7.287 -18.953 14.602
H 8.279 -18.723 13.167
H 3.811 -20.128 9.754
H 5.487 -19.821 9.201
H 4.400 -18.480 9.330
C 6.780 -18.442 18.570
O 7.606 -19.413 17.945
C 8.887 -19.096 17.801
O 9.444 -18.146 18.280
O 9.480 -20.037 17.070
C 10.846 -19.885 16.726
H 5.785 -18.861 18.702
H 6.660 -17.535 17.977
H 7.169 -18.165 19.549
H 11.057 -20.932 16.489
H 11.625 -19.632 17.446
H 11.013 -19.254 15.856
C 13.185 -20.582 10.502
O 13.207 -20.548 9.065
C 12.111 -20.165 8.460
O 10.989 -20.057 8.933
O 12.381 -19.993 7.177
C 11.384 -19.910 6.190
H 12.172 -20.693 10.893
H 13.437 -19.614 10.939
H 13.869 -21.336 10.873
H 10.852 -20.869 6.194
H 11.791 -19.738 5.200
H 10.591 -19.197 6.428

Properties
LUMO level in eV: -9.554
Gap between HOMO and LUMO in eV: 5.233
Total energy in hartree: -2493.1293
Charge: +2
2S+1: 1

Mulliken population analysis, charges in e, atoms 1 to 6: Mg 1.0305; Be 1.3934; N 0.5356; O -0.4181; O 0.0663; O -0.4939

=====

(4)
The following is a quantum chemistry calculation of a cluster of 10 separate species, C28H67N4O9S9 in total, from OMol25.

Geometry (Å):
C 3.821 -0.490 -0.762
C 3.732 0.919 -1.283
C 4.762 1.813 -0.961
C 4.697 3.139 -1.371
C 3.633 3.619 -2.125
C 2.628 2.737 -2.469
C 2.673 1.399 -2.056
C 1.542 0.517 -2.501
N 0.227 0.740 -1.901
N -0.865 0.339 -2.591
C -1.925 0.626 -1.863
N -1.576 1.180 -0.708
C -0.237 1.233 -0.744
N 0.515 1.713 0.286
H 2.875 -1.021 -0.805
H 4.565 -1.080 -1.289
H 4.074 -0.450 0.295
H 5.591 1.461 -0.368
H 5.486 3.823 -1.093
H 3.607 4.655 -2.417
H 1.781 3.081 -3.048
H 1.819 -0.529 -2.456
H 1.363 0.735 -3.545
H -0.825 -0.112 -3.517
H -2.948 0.436 -2.137
H 0.554 2.707 0.451
H 1.049 1.120 0.891
C -1.637 -2.113 0.178
S -0.005 -2.389 0.853
O 0.955 -2.225 -0.294
C -0.228 -4.132 1.155
H -1.661 -1.076 -0.135
H -1.793 -2.760 -0.686
H -2.397 -2.309 0.934
H -0.490 -4.637 0.227
H -1.015 -4.270 1.892
H 0.703 -4.538 1.543
C -2.221 -8.829 1.176
S -1.988 -7.803 2.628
O -1.461 -6.490 2.149
C -0.600 -8.729 3.288
H -3.026 -8.398 0.587
H -1.301 -8.848 0.591
H -2.502 -9.833 1.489
H 0.208 -8.754 2.556
H -0.926 -9.739 3.532
H -0.262 -8.227 4.193
C -7.844 2.196 -0.593
S -6.251 2.188 -1.419
O -6.302 1.159 -2.498
C -5.341 1.460 -0.049
H -8.581 2.583 -1.292
H -8.109 1.180 -0.300
H -7.793 2.844 0.281
H -5.775 0.492 0.207
H -5.379 2.133 0.808
H -4.305 1.332 -0.355
C -5.630 -7.166 0.660
S -6.295 -7.838 2.189
O -5.428 -8.981 2.580
C -7.785 -8.528 1.459
H -4.665 -6.714 0.883
H -5.508 -7.969 -0.069
H -6.300 -6.398 0.274
H -7.516 -9.242 0.681
H -8.392 -7.722 1.046
H -8.339 -9.034 2.246
C -5.796 -1.937 -2.255
S -6.386 -2.561 -0.682
O -5.483 -3.675 -0.279
C -7.892 -3.300 -1.321
H -4.832 -1.463 -2.084
H -5.679 -2.762 -2.959
H -6.493 -1.195 -2.639
H -7.640 -4.036 -2.085
H -8.529 -2.521 -1.737
H -8.403 -3.787 -0.493
C 3.641 4.071 3.755
S 3.182 3.930 2.031
O 1.736 4.286 1.913
C 3.286 2.139 1.985
H 3.608 5.121 4.032
H 2.940 3.505 4.372
H 4.656 3.701 3.888
H 2.615 1.716 2.736
H 4.314 1.833 2.179
H 2.998 1.816 0.990
C -0.181 -0.686 -7.815
S -0.110 0.002 -6.164
O -1.203 -0.606 -5.336
C -0.654 1.650 -6.626
H 0.082 -1.739 -7.752
H -1.191 -0.580 -8.211
H 0.537 -0.166 -8.448
H -1.634 1.592 -7.098
H 0.074 2.090 -7.306
H -0.718 2.253 -5.722
C 8.245 6.731 5.671
S 7.388 5.193 5.332
O 6.521 5.426 4.143
C 6.320 5.245 6.776
H 8.941 6.912 4.853
H 7.525 7.546 5.728
H 8.795 6.639 6.607
H 5.730 6.162 6.762
H 6.929 5.197 7.678
H 5.659 4.382 6.738
C 6.326 8.863 0.523
S 7.113 7.510 1.411
O 8.577 7.752 1.359
C 6.741 6.244 0.190
H 6.477 9.771 1.102
H 6.782 8.974 -0.461
H 5.258 8.662 0.430
H 7.165 6.527 -0.775
H 5.660 6.124 0.115
H 7.191 5.314 0.533

Properties
LUMO level in eV: -2.082
Gap between HOMO and LUMO in eV: 7.940
Total energy in hartree: -5586.4778
Charge: +1
ΔE to the lowest compared entry with this formula, charge and spin in kcal/mol: 0.0
2S+1: 1

Mulliken population analysis, charges in e, atoms 1 to 6: C -1.6259; C 0.7627; C -0.4498; C -0.4441; C -0.7801; C -0.6279

=====

(5)
The following is a quantum chemistry calculation of a structure of composition C32H34As2BF6N3O3RuS2, from OMol25.

Geometry (Å):
Ru 0.049 -0.014 -1.478
S 1.734 -1.907 -0.557
C 1.459 -2.625 -2.090
S 0.302 -1.842 -3.122
C 2.118 -3.775 -2.515
C 3.082 -4.437 -1.703
N 3.878 -5.003 -1.087
C 1.879 -4.358 -3.792
N 1.712 -4.864 -4.816
C -1.860 3.192 0.092
As -1.994 1.485 0.940
C -1.749 1.751 2.820
C -3.766 0.792 0.668
O -0.926 0.313 0.423
H -2.569 3.868 0.571
H -2.066 3.084 -0.968
H -0.853 3.568 0.232
H -2.503 2.440 3.198
H -0.761 2.176 2.980
H -1.830 0.785 3.316
H -4.526 1.534 0.908
H -3.880 -0.088 1.299
H -3.853 0.502 -0.380
N 1.877 1.397 -0.969
H 2.635 0.723 -0.910
H 1.698 1.751 -0.031
H 2.180 2.186 -1.529
C -1.411 1.369 -2.795
C -2.571 0.981 -3.083
C -3.822 0.536 -3.358
C -3.931 -0.783 -4.025
C -5.020 -1.639 -3.816
C -5.064 -2.903 -4.386
C -4.014 -3.363 -5.168
C -2.915 -2.537 -5.367
C -2.880 -1.269 -4.814
C -4.980 1.382 -3.054
C -6.214 1.236 -3.712
C -7.284 2.075 -3.445
C -7.173 3.106 -2.521
C -5.953 3.287 -1.881
C -4.886 2.447 -2.143
H -5.829 -1.326 -3.169
H -5.918 -3.543 -4.192
H -4.038 -4.358 -5.594
H -2.065 -2.888 -5.938
H -2.006 -0.648 -4.965
H -6.325 0.466 -4.463
H -8.216 1.927 -3.980
H -8.012 3.760 -2.315
H -5.828 4.097 -1.170
H -3.942 2.621 -1.645
F 1.048 3.188 1.518
As 1.204 4.703 2.402
F 1.212 5.547 0.881
F -0.537 4.823 2.447
F 1.335 6.202 3.261
F 1.153 3.814 3.894
F 2.925 4.552 2.347
C 5.775 3.557 -4.765
C 4.840 4.757 -4.966
C 4.579 4.949 -6.467
C 5.551 6.006 -4.445
C 3.515 4.499 -4.246
C 3.055 5.312 -3.214
C 1.850 5.071 -2.543
C 1.119 3.986 -2.956
O -0.056 3.503 -2.458
B -0.301 2.299 -3.157
O 0.694 2.117 -4.140
C 1.571 3.149 -3.971
C 2.752 3.383 -4.630
H 6.726 3.725 -5.279
H 5.339 2.637 -5.156
H 5.979 3.403 -3.704
H 5.520 5.129 -6.995
H 3.919 5.802 -6.635
H 4.108 4.069 -6.906
H 6.483 6.149 -4.998
H 5.801 5.914 -3.387
H 4.940 6.901 -4.578
H 3.646 6.157 -2.891
H 1.526 5.681 -1.711
H 3.077 2.703 -5.406

Properties
<S²>: 6.016
LUMO level (spin up / spin down) in eV: 3.685 / 3.685
Gap between HOMO and LUMO (spin up / spin down) in eV: 5.181 / 6.131
Total energy in hartree: -7616.9549
Charge: -2
ΔE to the lowest compared entry with this formula, charge and spin in kcal/mol: 0.0
2S+1: 5

Mulliken population analysis, charges in e, atoms 1 to 6: Ru 0.3218; S -0.4529; C 0.7921; S -0.4222; C 0.1483; C -0.0310

=====

(6)
The following is a quantum chemistry calculation of a cluster of 2 separate species, C4H16N6 in total at a distorted geometry, from OMol25.

Geometry (Å):
C -0.354 0.326 3.625
C 1.067 0.686 1.564
N 1.105 1.168 0.276
N 0.020 0.980 2.323
N 2.131 0.071 2.100
H 0.251 1.683 0.128
H 1.938 1.651 -0.041
H -0.712 1.439 1.796
H 1.925 -0.439 2.952
H 2.928 -0.205 1.549
H -0.445 -0.771 3.605
H -1.314 0.780 3.967
H 0.454 0.625 4.293
C -0.394 -2.302 -1.492
C -0.696 0.042 -2.415
N 0.010 -1.084 -2.254
N -0.042 1.153 -2.786
N -1.978 0.064 -1.967
H 0.926 -1.133 -2.683
H 0.511 1.215 -3.635
H -0.644 1.970 -2.734
H -2.316 -0.856 -1.708
H -2.644 0.568 -2.542
H 0.341 -2.663 -0.771
H -0.808 -2.982 -2.252
H -1.261 -1.984 -0.898

Properties
LUMO level in eV: -6.174
Gap between HOMO and LUMO in eV: 11.615
Total energy in hartree: -490.0128
Charge: +2
ΔE to the lowest compared entry with this formula, charge and spin in kcal/mol: 21.4
2S+1: 1

Mulliken population analysis, charges in e, atoms 1 to 6: C -0.9734; C 0.6474; N -0.3954; N -0.1551; N -0.3733; H 0.1873

=====

(7)
The following is a quantum chemistry calculation of an isolated molecule of C15H14Cl2N2O3 at a distorted geometry, from OMol25.

Geometry (Å):
O -2.021 -2.644 0.473
Cl 3.169 0.506 2.098
Cl 1.459 -2.173 2.620
N 1.231 2.907 -4.195
N 3.270 2.245 -3.507
O 1.252 2.813 -2.815
O 1.938 2.326 -0.036
C -1.452 -2.062 1.390
C 2.397 2.496 -4.571
C 2.495 2.392 -2.476
C -1.694 -1.367 3.813
C -2.042 -2.181 2.752
C -0.101 1.152 -0.142
C -0.875 0.038 0.160
C 1.654 0.241 1.251
C 0.839 -0.870 1.595
C 1.198 1.240 0.338
C -0.440 -0.984 1.051
C 2.758 2.384 -6.028
C 2.921 2.097 -1.067
C -4.513 -2.673 2.865
C -3.100 -3.256 3.077
H -0.875 -0.605 3.714
H -2.212 -1.432 4.810
H -0.458 1.911 -0.803
H -1.873 0.054 -0.257
H 3.220 1.379 -6.189
H 1.884 2.508 -6.665
H 3.492 3.119 -6.364
H 3.229 1.063 -1.027
H 3.831 2.684 -0.876
H -5.276 -3.403 3.146
H -4.638 -1.769 3.480
H -4.674 -2.381 1.822
H -2.957 -4.176 2.448
H -3.034 -3.581 4.114

Properties
SMILES string: C=C(CC)C(=O)c1ccc(OCc2nc(C)no2)c(Cl)c1Cl
LUMO level in eV: -0.204
Gap between HOMO and LUMO in eV: 9.304
Total energy in hartree: -1835.5288
ΔE to the lowest compared entry with this formula, charge and spin in kcal/mol: 0.0
2S+1: 1

Mulliken population analysis, charges in e, atoms 1 to 6: O -0.5602; Cl -0.1866; Cl -0.1530; N -0.4386; N -0.5735; O -0.0529

=====

(8)
The following is a quantum chemistry calculation of an isolated molecule of C4H7ClN2O at a distorted geometry, from OMol25.

Geometry (Å):
C 0.369 -0.813 -0.033
C -0.173 0.546 -0.215
C -1.070 0.795 0.870
C -1.669 0.700 -0.439
H 2.982 0.919 -0.254
H 2.255 -1.579 -0.004
H -0.880 -1.942 0.757
H 0.606 1.370 -0.437
H -0.771 -0.018 1.523
H -1.261 1.826 1.197
H -2.124 1.478 -0.921
N 1.692 -0.945 -0.564
N 0.057 -1.897 0.489
O 2.527 0.293 -1.061
Cl -2.539 -0.733 -0.907

Properties
SMILES string: [H]/N=C(/NO)[C@@H]1C[C@@H]1Cl
LUMO level in eV: 0.433
Gap between HOMO and LUMO in eV: 9.925
Total energy in hartree: -801.3782
ΔE to the lowest compared entry with this formula, charge and spin in kcal/mol: 115.9
2S+1: 1

Mulliken population analysis, charges in e, atoms 1 to 6: C 0.3333; C -0.0467; C -0.6504; C -0.0906; H 0.3267; H 0.2833

=====

(9)
The following is a quantum chemistry calculation of a structure of composition C24H18AsO6PtS3Se3Te, from OMol25.

Geometry (Å):
Pt -1.542 -0.365 -2.186
S -1.500 -2.605 -2.832
C -0.128 -3.251 -1.925
C 0.430 -4.465 -2.345
C 1.496 -5.035 -1.671
C 2.051 -4.413 -0.555
C 1.512 -3.214 -0.120
C 0.439 -2.635 -0.787
As -0.390 -1.010 -0.178
C -1.449 -1.596 1.332
C -2.833 -1.581 1.201
C -3.634 -2.112 2.204
C -3.055 -2.658 3.339
C -1.673 -2.663 3.478
C -0.870 -2.134 2.477
C 1.048 0.012 0.603
C 0.865 0.706 1.793
C 1.878 1.513 2.288
C 3.073 1.635 1.593
C 3.248 0.958 0.393
C 2.236 0.154 -0.110
H 0.020 -4.949 -3.222
H 1.909 -5.972 -2.027
H 2.893 -4.855 -0.038
H 1.941 -2.714 0.742
H -3.285 -1.158 0.311
H -4.711 -2.095 2.096
H -3.678 -3.072 4.121
H -1.219 -3.087 4.365
H 0.208 -2.146 2.589
H -0.065 0.620 2.340
H 1.725 2.051 3.217
H 3.863 2.268 1.976
H 4.170 1.069 -0.164
H 2.362 -0.351 -1.061
O -2.739 3.693 -0.534
S -2.302 2.979 -1.726
O -2.713 3.573 -2.969
O -2.631 1.522 -1.623
C -0.504 3.079 -1.700
C 0.020 3.873 -0.679
C 1.373 4.128 -0.575
C 2.240 3.606 -1.523
C 1.737 2.818 -2.538
C 0.373 2.538 -2.635
S 0.027 1.323 -3.914
O 0.959 1.587 -4.973
O 0.380 0.048 -3.174
O -1.373 1.302 -4.242
H -0.670 4.298 0.034
H 1.740 4.741 0.239
H 3.304 3.802 -1.473
H 2.401 2.398 -3.281
Se -2.714 2.262 2.007
Se -1.378 3.829 2.820
Te -1.415 0.651 5.263
Se -3.446 1.100 3.959

Properties
<S²>: 6.018
LUMO level (spin up / spin down) in eV: 1.409 / -0.146
Gap between HOMO and LUMO (spin up / spin down) in eV: 6.078 / 5.072
Total energy in hartree: -12398.8531
Charge: -1
ΔE to the lowest compared entry with this formula, charge and spin in kcal/mol: 0.0
2S+1: 5

Mulliken population analysis, charges in e, atoms 1 to 6: Pt 1.7823; S -0.5010; C 0.1436; C -0.5446; C -0.5223; C -0.7969